Record 1
Below is a cluster of 2 separate species, C2H9N3O in total at a distorted geometry, with properties calculated with the ωB97M-V functional and the def2-TZVPD basis.

CARTESIAN COORDINATES (ANGSTROEM)
H  1.940  -0.072  -0.840
N  1.304  -0.341  -0.038
C  1.854  0.105  1.153
N  0.981  0.103  2.282
H  2.880  0.335  1.243
H  0.334  -0.704  2.237
H  0.408  0.980  2.529
N  -1.286  1.204  -1.410
C  -1.807  -0.108  -0.923
O  -0.859  -1.091  -0.925
H  -0.393  1.394  -0.859
H  -0.886  1.269  -2.388
H  -2.115  0.148  0.093
H  -2.595  -0.424  -1.535
H  0.020  -0.939  -0.302

Summary:
- LUMO: -0.07 eV
- Structure (SMILES): [H]/N=C/N.NCO
- Multiplicity: 1
- Energy relative to the best compared isomer or geometry (same formula, charge and spin): 66.8 kcal/mol

Record 2
Below is a cluster of 2 separate species, C2H9N3O in total at a distorted geometry, with properties calculated with the ωB97M-V functional and the def2-TZVPD basis.

CARTESIAN COORDINATES (ANGSTROEM)
H  0.015  -0.610  2.113
N  0.326  0.141  1.534
C  1.599  0.259  1.862
N  2.547  0.861  1.007
H  1.982  -0.133  2.803
H  3.452  1.076  1.435
H  2.197  1.647  0.423
N  -0.945  -1.132  -2.156
C  -2.047  -0.560  -1.399
O  -1.454  0.482  -0.612
H  -0.540  -0.587  -2.936
H  -0.172  -1.471  -1.570
H  -2.687  -0.030  -2.166
H  -2.603  -1.246  -0.802
H  -0.821  0.214  0.115

Summary:
- LUMO: 0.68 eV
- Structure (SMILES): [H]/N=C/N.NCO
- Multiplicity: 1
- Energy relative to the best compared isomer or geometry (same formula, charge and spin): 37.6 kcal/mol

Record 3
Below is a cluster of 2 separate species, C2H9N3O in total at a distorted geometry, with properties calculated with the ωB97M-V functional and the def2-TZVPD basis.

CARTESIAN COORDINATES (ANGSTROEM)
C  1.869  0.093  -0.583
C  -1.330  -0.099  0.109
N  2.098  1.317  -0.964
N  2.715  -0.677  0.072
N  -2.698  -0.449  0.152
O  3.634  -0.048  0.883
H  -0.713  0.559  -0.580
H  -0.709  -0.481  0.996
H  1.291  1.842  -1.503
H  2.992  1.846  -1.033
H  2.476  -1.646  0.311
H  -3.215  0.402  -0.010
H  -2.783  -0.675  1.155
H  -3.022  -1.262  -0.327
H  3.775  -0.687  1.602

Summary:
- LUMO (alpha / beta): -9.04 / -10.70 eV
- Net charge: +2
- Multiplicity: 1
- Energy relative to the best compared isomer or geometry (same formula, charge and spin): 128.8 kcal/mol

Record 4
Below is the molecule C2H9N3O2S at a distorted geometry, with properties calculated with the ωB97M-V functional and the def2-TZVPD basis.

CARTESIAN COORDINATES (ANGSTROEM)
C  -0.242  1.952  0.240
N  0.431  1.079  -0.690
C  1.804  0.625  -0.420
N  -0.549  -0.213  -0.774
S  -0.346  -1.299  0.479
N  -1.950  -1.806  0.533
O  0.526  -2.428  0.163
O  0.108  -0.565  1.608
H  0.392  2.886  0.168
H  -1.324  2.053  -0.269
H  -0.334  1.361  1.076
H  2.490  1.346  -1.020
H  1.985  0.788  0.548
H  1.942  -0.438  -0.843
H  -0.700  -0.617  -1.666
H  -2.071  -2.495  1.227
H  -2.162  -2.229  -0.361

Summary:
- LUMO: 0.37 eV
- Structure (SMILES): CN(C)NS(N)(=O)=O
- Multiplicity: 1
- Energy relative to the best compared isomer or geometry (same formula, charge and spin): 55.3 kcal/mol

Record 5
Below is a cluster of 2 separate species, C2H9N3Si in total at a distorted geometry, with properties calculated with the ωB97M-V functional and the def2-TZVPD basis.

CARTESIAN COORDINATES (ANGSTROEM)
C  2.314  -0.336  0.436
C  1.448  0.357  -0.353
N  -1.274  1.543  -0.981
N  -1.617  -2.003  -0.534
N  -0.639  0.789  1.628
Si  -0.443  0.480  -0.018
H  3.308  -0.406  0.199
H  1.957  -0.984  1.292
H  2.005  0.879  -1.180
H  -2.298  1.481  -1.052
H  -0.779  1.743  -1.800
H  -0.652  -2.286  -0.427
H  -1.935  -2.477  -1.337
H  -1.521  0.803  2.001
H  0.125  0.416  2.127

Summary:
- LUMO (alpha / beta): 0.24 / 0.24 eV
- Multiplicity: 1
- Energy relative to the best compared isomer or geometry (same formula, charge and spin): 43.4 kcal/mol

Record 6
Below is a cluster of 2 separate species, C2H9N4O in total at a distorted geometry, with properties calculated with the ωB97M-V functional and the def2-TZVPD basis.

CARTESIAN COORDINATES (ANGSTROEM)
N  -0.885  -0.754  3.004
C  0.212  0.026  2.388
O  -0.119  0.628  1.197
H  -1.265  -1.342  2.259
H  -1.679  -0.156  3.253
H  0.461  0.731  3.148
H  1.072  -0.735  2.258
N  -0.307  1.033  -1.322
C  0.483  0.079  -1.883
N  0.104  -0.155  -3.216
N  1.364  -0.708  -1.332
H  -0.259  0.806  -0.189
H  -1.159  1.284  -1.828
H  -0.210  0.677  -3.673
H  0.836  -0.671  -3.779
H  1.352  -0.744  -0.286

Summary:
- LUMO: 4.14 eV
- Net charge: -1
- Multiplicity: 1
- Energy relative to the best compared isomer or geometry (same formula, charge and spin): 20.3 kcal/mol

Record 7
Below is a cluster of 2 separate species, C2H9N4O in total at a distorted geometry, with properties calculated with the ωB97M-V functional and the def2-TZVPD basis.

CARTESIAN COORDINATES (ANGSTROEM)
C  -0.170  0.372  0.547
C  2.125  0.361  1.440
N  -2.343  -0.988  -1.639
N  -0.178  -0.831  -0.112
N  0.784  0.897  1.229
N  -3.459  -0.976  -1.935
O  0.486  1.983  2.104
H  2.616  0.803  2.300
H  2.213  -0.720  1.514
H  2.674  0.741  0.598
H  -1.062  -0.984  -0.642
H  0.726  -1.263  -0.227
H  -4.267  -0.636  -1.278
H  -3.863  -1.346  -2.839
H  1.278  2.663  2.014
H  -1.067  0.937  0.503

Summary:
- LUMO: -2.89 eV
- Net charge: +1
- Multiplicity: 1
- Energy relative to the best compared isomer or geometry (same formula, charge and spin): 141.2 kcal/mol

Record 8
Below is the molecule C2H9N5 at a distorted geometry, with properties calculated with the ωB97M-V functional and the def2-TZVPD basis.

CARTESIAN COORDINATES (ANGSTROEM)
N  1.038  1.954  1.273
N  1.098  0.704  0.593
C  -0.038  0.362  -0.148
N  -0.882  1.372  -0.618
C  -0.335  -0.969  -0.231
N  0.693  -1.956  -0.225
N  -1.546  -1.368  -0.883
H  0.742  1.831  2.242
H  1.971  2.358  1.259
H  1.312  -0.213  1.092
H  -0.991  1.367  -1.625
H  -0.609  2.273  -0.242
H  1.362  -1.843  -0.980
H  0.307  -2.892  -0.237
H  -1.843  -2.287  -0.574
H  -2.279  -0.694  -0.694

Summary:
- LUMO: 1.05 eV
- Structure (SMILES): NNC(N)=C(N)N
- Multiplicity: 1
- Energy relative to the best compared isomer or geometry (same formula, charge and spin): 49.1 kcal/mol